(1)
82
Properties=species:S:1:pos:R:3:forces:R:3 method="wB97M-V/def2-TZVPD" homo_lumo_gap_ha=0.32192 charge=0 multiplicity=1
O -0.6140 -6.0695 -4.9096 -1.986 0.973 6.380
P -1.0646 -5.7642 -3.3956 2.731 -1.708 -6.281
O -0.0530 -6.7566 -2.3356 -2.996 3.978 0.118
O -0.8487 -4.0524 -3.1611 0.398 -3.717 0.545
C 0.5604 -3.6870 -2.9459 1.512 1.675 1.490
C 0.5960 -2.8811 -1.4807 -0.505 -0.773 -0.641
F -0.6724 -2.1060 -1.4281 2.985 -1.349 0.074
O -2.7079 -6.3200 -3.1777 1.248 2.495 1.105
P -3.7237 -5.0859 -2.4728 -0.895 0.231 1.781
O -4.5502 -5.7406 -1.0433 1.075 -1.739 -3.704
Cl -5.3706 -4.6822 -3.8208 1.134 -1.065 0.764
H -0.1522 -6.2897 -1.4363 0.365 -1.233 -1.424
H 1.3025 -4.5899 -2.8715 -1.568 1.580 -0.335
H 0.9673 -2.9127 -3.7583 -1.389 -1.901 1.511
H 1.5683 -2.2289 -1.4245 -2.244 -0.791 -0.155
H 0.6084 -3.6169 -0.5662 -0.341 1.492 -1.763
H -4.8367 -6.7002 -1.2363 0.392 1.945 0.552
C -1.1199 0.7437 -4.6754 -0.332 0.554 0.062
C -0.4602 -0.0872 -5.7454 -0.118 -0.488 -0.397
C 1.0055 0.0518 -5.3958 0.457 0.180 0.008
O 1.0798 0.2212 -3.9736 -0.254 -0.065 -0.041
C -0.2419 0.4685 -3.4743 0.008 -0.281 0.473
H -2.1686 0.4879 -4.5043 0.123 0.029 0.024
H -1.0647 1.8056 -4.9433 -0.056 -0.087 0.033
H -0.7703 -1.1341 -5.6458 0.020 0.080 -0.059
H -0.6894 0.2421 -6.7620 0.108 -0.064 0.115
H 1.4426 0.9414 -5.8616 -0.099 -0.159 0.011
H 1.5922 -0.8220 -5.6937 0.009 0.176 0.078
H -0.5706 -0.4298 -2.9404 -0.085 0.185 -0.003
H -0.2196 1.3046 -2.7700 0.116 -0.064 -0.024
C -1.4274 -0.3963 3.0995 -0.303 -0.143 0.533
C -0.1973 0.3570 2.6635 0.214 0.617 -0.177
C 0.6562 -0.7445 2.0735 0.240 -0.317 -0.085
O -0.2425 -1.7272 1.5410 0.008 0.209 0.299
C -1.5668 -1.4341 2.0074 -0.179 -0.184 -0.433
H -2.3143 0.2337 3.2046 0.096 -0.098 -0.011
H -1.2398 -0.8885 4.0612 -0.074 0.059 -0.067
H -0.4628 1.0816 1.8847 0.067 -0.056 0.088
H 0.3003 0.8940 3.4750 -0.059 -0.049 -0.062
H 1.2653 -1.2307 2.8429 0.092 0.073 0.036
H 1.3181 -0.3831 1.2812 -0.067 -0.123 0.000
H -2.1405 -1.0433 1.1599 -0.066 -0.036 0.044
H -2.0455 -2.3521 2.3592 0.110 0.010 -0.105
C 4.2453 0.8697 -8.8356 0.606 -0.131 0.169
C 3.3143 0.6017 -9.9898 -0.181 0.278 -0.574
C 2.2521 -0.2624 -9.3459 -0.236 -0.367 0.097
O 2.1661 0.1386 -7.9715 0.319 0.079 -0.474
C 3.2835 0.9870 -7.6736 -0.216 0.159 0.289
H 4.8645 1.7605 -8.9681 -0.073 -0.100 0.052
H 4.9087 0.0094 -8.6864 -0.035 0.126 0.007
H 2.8712 1.5433 -10.3350 0.041 -0.116 -0.015
H 3.7983 0.1187 -10.8424 -0.087 0.043 0.092
H 2.5332 -1.3207 -9.3683 -0.029 -0.005 -0.102
H 1.2745 -0.1509 -9.8238 0.042 -0.030 0.155
H 2.9076 2.0109 -7.5718 0.100 0.048 0.051
H 3.7334 0.6844 -6.7240 -0.142 -0.007 -0.044
C 2.3415 1.7701 7.5265 0.207 0.381 0.502
C 1.9309 0.3412 7.2806 0.264 -0.560 -0.187
C 0.4723 0.4906 6.9066 -0.454 -0.046 0.039
O 0.3345 1.7689 6.2709 0.417 -0.220 0.070
C 1.5423 2.5139 6.4790 -0.039 0.213 -0.400
H 3.4179 1.9391 7.4410 -0.140 0.013 -0.001
H 2.0237 2.0803 8.5291 0.075 0.005 -0.105
H 2.4943 -0.0657 6.4326 -0.062 -0.011 0.105
H 2.0858 -0.3152 8.1406 -0.048 0.064 -0.115
H -0.1681 0.4884 7.7950 -0.006 -0.101 0.015
H 0.1308 -0.2967 6.2283 -0.047 0.148 0.003
H 2.0790 2.5532 5.5248 0.060 0.089 0.040
H 1.2978 3.5351 6.7841 -0.098 -0.072 -0.079
C -2.1154 3.6186 7.2808 0.093 -0.620 0.037
C -2.7234 4.7002 6.4257 0.085 0.305 -0.491
C -3.4699 5.5299 7.4475 -0.312 0.195 0.251
O -2.7468 5.4199 8.6813 0.054 -0.169 -0.267
C -1.7780 4.3704 8.5497 0.119 0.213 0.232
H -1.2460 3.1363 6.8271 -0.218 0.042 0.121
H -2.8652 2.8468 7.4918 0.086 0.039 -0.004
H -1.9290 5.2998 5.9659 -0.105 -0.046 -0.005
H -3.3695 4.3208 5.6300 0.058 0.068 0.089
H -4.4792 5.1395 7.6158 -0.045 0.037 -0.093
H -3.5464 6.5819 7.1581 0.010 -0.060 0.154
H -0.7885 4.8357 8.4837 0.081 -0.076 0.022
H -1.8044 3.7309 9.4363 -0.037 0.146 0.006

(2)
72
Properties=species:S:1:pos:R:3:forces:R:3 method="wB97M-V/def2-TZVPD" homo_lumo_gap_ha="0.22590 / 0.15443" s2=6.026 charge=+1 multiplicity=5
Ru 0.5777 0.5238 -0.1707 0.135 0.610 0.812
C -2.4467 3.8939 -0.9225 0.047 0.243 -0.098
Si -1.9057 2.5619 0.2451 0.006 -0.288 -0.103
C -2.4556 0.8790 -0.3743 -0.192 0.055 0.082
C -2.4389 2.8886 1.9807 0.036 0.124 0.229
N -0.1265 2.3470 0.1556 0.037 0.007 -0.023
C 0.8610 3.2600 0.3455 0.092 -0.175 -0.043
C 0.6572 4.6074 0.7099 -0.063 -0.071 0.016
C 1.7303 5.4450 0.8246 0.196 0.035 -0.010
C 3.0638 4.9834 0.5966 -0.132 0.192 0.061
C 3.3078 3.6852 0.2719 -0.072 -0.122 -0.028
C 2.2218 2.7812 0.1423 -0.197 -0.156 -0.069
N 2.3351 1.4744 -0.1569 0.327 0.428 -0.145
Si 3.7610 0.4224 -0.2931 -0.351 -0.416 0.024
C 2.8383 -1.1971 -0.5969 0.248 0.099 -0.095
C 4.6709 0.4026 1.3108 0.113 0.115 0.216
C 4.8278 0.8687 -1.7319 0.153 0.162 -0.175
H -3.5285 4.0343 -0.8267 0.076 -0.016 -0.027
H -2.2308 3.6327 -1.9615 -0.032 0.021 0.054
H -1.9717 4.8562 -0.7133 -0.086 -0.044 -0.046
H -2.8633 0.2640 0.4295 0.056 -0.035 -0.053
H -1.5716 0.3551 -0.7639 -0.298 -0.252 -0.211
H -3.1819 0.9251 -1.1894 0.045 0.047 0.035
H -3.5319 2.9276 2.0372 0.099 -0.008 0.009
H -2.0516 3.8434 2.3523 -0.074 -0.098 -0.005
H -2.0866 2.0957 2.6458 -0.057 0.053 -0.025
H -0.3457 4.9691 0.9024 0.077 -0.030 -0.022
H 1.5668 6.4796 1.1005 0.062 -0.048 -0.022
H 3.8912 5.6766 0.6897 -0.090 -0.011 0.034
H 4.3199 3.3306 0.1224 -0.039 0.004 -0.031
H 1.8355 -1.1729 -0.1236 0.043 -0.498 0.103
H 3.3268 -2.0698 -0.1564 -0.062 0.066 0.027
H 2.6928 -1.3790 -1.6607 -0.039 -0.038 0.009
H 4.0034 0.1130 2.1275 0.059 0.001 -0.038
H 5.0888 1.3852 1.5518 -0.003 -0.102 0.011
H 5.4999 -0.3111 1.2729 -0.072 0.051 0.016
H 4.2655 0.8592 -2.6692 0.051 -0.008 0.039
H 5.6503 0.1522 -1.8257 -0.063 0.051 -0.002
H 5.2710 1.8623 -1.6152 0.000 -0.087 -0.039
S 0.5498 -5.8921 2.7008 0.006 -0.074 -0.027
C -0.0115 -4.3657 2.5147 -0.322 -0.019 -0.163
S 1.0587 -2.9944 2.4853 0.099 0.274 0.030
C -0.2862 -1.9290 2.1884 0.301 -0.409 -0.115
N -1.4154 -2.5301 2.1245 -0.225 -0.120 0.003
N -1.2859 -3.8807 2.3155 -0.020 -0.035 0.047
C -2.5107 -4.6425 2.2382 0.111 0.164 -0.061
C -3.5557 -4.1337 1.4707 0.089 -0.022 -0.082
C -4.7508 -4.8277 1.3882 -0.009 0.001 -0.007
C -4.9162 -6.0256 2.0712 0.003 0.001 0.015
C -3.8729 -6.5187 2.8369 0.040 0.011 0.015
C -2.6668 -5.8335 2.9275 -0.020 -0.098 0.170
S -0.1071 -0.2081 2.0439 0.046 0.372 -0.607
H -3.4285 -3.1992 0.9457 -0.001 0.024 0.003
H -5.5571 -4.4294 0.7840 0.040 -0.006 0.041
H -5.8547 -6.5640 2.0143 0.063 0.026 -0.019
H -3.9875 -7.4467 3.3825 -0.007 0.030 -0.017
H -1.8702 -6.2273 3.5391 -0.043 0.041 -0.044
C -0.0498 2.0636 -3.3823 -0.057 -0.129 -0.049
C 0.9108 0.8932 -3.4330 0.041 0.117 0.023
O 0.5937 -0.1448 -2.4836 -0.299 0.014 0.353
C -0.4303 -1.0518 -2.9467 -0.019 -0.160 -0.057
C -0.6138 -2.1760 -1.9547 0.177 -0.027 -0.028
H 0.3355 2.8798 -3.9950 -0.029 -0.033 -0.019
H -0.1477 2.4256 -2.3603 0.015 0.080 0.031
H -1.0395 1.7955 -3.7563 0.024 0.022 0.014
H 1.9194 1.2187 -3.1829 0.043 -0.013 0.041
H 0.9313 0.4473 -4.4272 0.065 -0.068 -0.040
H -0.1023 -1.4530 -3.9068 -0.010 0.043 -0.076
H -1.3626 -0.5077 -3.1041 -0.027 0.109 0.036
H 0.2395 -2.8548 -1.9668 -0.019 0.010 0.022
H -1.5126 -2.7427 -2.1975 0.033 -0.003 -0.019
H -0.7307 -1.8009 -0.9371 -0.120 0.016 0.120

(3)
33
Properties=species:S:1:pos:R:3:forces:R:3 method="wB97M-V/def2-TZVPD" homo_lumo_gap_ha=0.37043 charge=0 multiplicity=1 relative_energy_kcal_mol=39.4
O -0.1580 -0.6407 -3.6567 -0.310 1.877 -2.061
H -0.2550 -0.9947 -2.8177 0.147 -1.833 2.525
H -0.5310 0.2393 -3.4757 0.119 -0.134 -0.746
O 0.5040 1.7423 2.3153 0.533 -0.229 0.294
H 0.1910 1.9363 3.1913 0.192 0.241 0.974
H -0.1810 2.1683 1.7973 -0.488 0.360 -1.062
O 1.7130 1.8883 -1.1547 0.297 0.027 1.476
H 2.3420 2.0453 -1.8647 0.396 -0.140 0.237
H 2.1810 1.9293 -0.2737 -0.505 0.182 -1.651
O 1.3140 -3.1297 1.7293 0.219 0.216 0.642
H 1.7080 -2.3977 1.2503 0.380 -0.038 -0.258
H 1.7920 -3.1837 2.5773 -0.202 -0.095 -0.556
O -0.0260 -0.3707 -0.2447 2.096 2.072 -1.224
H 0.5130 0.4893 -0.2347 -1.181 -1.558 -0.691
H -0.1000 -0.5147 0.6843 -0.710 -0.753 1.668
O -1.4150 -3.2147 2.8073 -0.145 -1.371 -0.434
H -1.2730 -2.2957 2.6093 -0.186 0.598 0.318
H -1.6670 -3.3227 3.7183 -0.165 0.315 0.367
O -0.3620 -0.8007 2.4323 0.823 -0.519 -0.035
H 0.4340 -1.3687 2.4283 -0.617 -0.190 0.135
H -0.0050 0.0793 2.5923 -0.041 0.689 -0.042
O -0.6690 2.0413 -2.8467 -0.903 1.209 0.389
H -1.2180 2.7323 -2.3837 1.268 -0.998 -0.736
H 0.1890 1.9893 -2.3947 -0.387 0.202 0.307
O 1.9850 -1.7127 -2.0527 -0.083 1.271 -0.125
H 2.2630 -2.5997 -1.8857 0.107 -0.750 0.551
H 1.6520 -1.2847 -1.2447 -0.006 -0.645 -0.310
O -1.3080 2.5013 0.5083 0.318 -0.393 0.536
H -1.7130 3.0983 -0.0897 -0.358 1.585 -0.516
H -1.7240 1.7033 0.1733 -0.221 -1.238 -0.119
O -2.3860 0.4443 -1.2137 -1.213 0.519 0.340
H -1.6530 -0.1287 -0.9767 0.517 -0.108 -0.104
H -2.1380 0.9333 -2.0037 0.308 -0.368 -0.089

(4)
81
Properties=species:S:1:pos:R:3:forces:R:3 method="wB97M-V/def2-TZVPD" homo_lumo_gap_ha=0.18061 charge=+2 multiplicity=1 relative_energy_kcal_mol=60.5
Zr 2.4059 0.0110 -2.4555 -4.478 -1.297 2.052
C 5.4435 0.2162 -3.6750 1.456 0.055 -0.025
C 5.4522 1.2480 -2.8005 0.973 0.343 -0.399
C 5.1113 2.6730 -3.0873 -0.493 0.975 -0.722
C 4.1622 2.8005 -4.3195 1.209 -0.216 0.970
C 3.0691 1.7889 -4.0739 -0.340 0.126 -3.340
C 2.8012 0.6211 -4.7665 0.547 2.180 -1.779
C 3.8219 -0.1744 -5.5640 0.031 0.588 0.224
C 5.2741 0.1688 -5.1964 -0.442 -0.234 0.325
C 0.9520 -1.2772 -3.5916 0.905 -0.608 1.086
H 5.9303 -0.7035 -3.3090 -0.417 0.406 -0.045
H 5.9982 1.1534 -1.8559 -0.401 -0.513 -0.217
H 5.9935 3.3092 -3.2644 0.022 -0.459 0.158
H 4.6139 3.1485 -2.2249 0.285 -0.335 -0.132
H 3.7232 3.8164 -4.3341 -0.136 -0.561 0.097
H 4.7457 2.7182 -5.2616 -0.788 -0.337 0.645
H 2.2780 2.2491 -3.4713 -0.512 -0.028 -0.084
H 1.7798 0.4656 -5.1533 0.059 -0.244 1.304
H 3.6895 -0.0339 -6.6532 -0.235 -0.160 0.457
H 3.6481 -1.2369 -5.3370 -0.137 0.082 -0.249
H 5.8648 -0.6830 -5.5211 0.220 0.042 -0.095
H 5.6377 1.0313 -5.7728 -0.103 -0.188 0.621
H 0.8919 -2.2498 -3.0664 0.017 0.346 -0.367
H 1.2232 -1.3923 -4.6148 -0.028 -0.446 -0.809
H -0.0392 -0.8247 -3.4989 0.098 0.236 0.049
P 0.9853 2.6185 -1.2287 -2.108 2.904 -1.725
P 2.5015 1.3330 1.5056 -0.057 -1.495 0.575
N 0.3458 3.3986 -2.9383 0.635 -0.287 0.754
N -0.3167 3.4996 -0.4708 -0.215 -1.060 0.104
N 3.1902 -0.1982 0.6327 -0.091 -1.235 -1.849
N 3.4119 1.0009 2.9204 0.646 0.682 -1.006
C 2.4980 3.4745 -0.4729 -0.847 0.253 -0.351
C 3.3720 2.6498 0.4840 0.893 -0.997 0.306
C -0.1076 2.6076 -3.9962 0.930 0.067 -0.684
C -0.2167 3.3905 -5.1501 -0.066 -0.335 0.962
C 0.0183 4.7538 -4.7684 0.365 -0.775 1.282
C 0.3261 4.7209 -3.3942 0.163 0.106 -0.940
C -1.6581 3.2030 -0.7597 -0.683 1.071 0.222
C -2.4704 4.2106 -0.2617 1.185 -0.788 -0.321
C -1.6115 5.1554 0.3812 1.193 -0.715 -0.454
C -0.3169 4.6858 0.2470 -0.495 0.721 0.253
C 2.8121 -1.5313 0.7014 0.592 1.215 0.596
C 3.1871 -2.1939 -0.4738 0.455 -0.450 0.003
C 3.9706 -1.3162 -1.2518 0.418 1.110 1.356
C 3.8838 -0.0411 -0.5708 1.173 -1.015 1.047
C 4.7921 0.7800 2.8007 -0.186 -0.646 1.238
C 5.2046 0.0779 3.9113 -0.706 0.812 -0.801
C 4.0715 -0.1108 4.7677 -0.781 0.506 -1.318
C 2.9763 0.4224 4.1202 0.454 -0.148 0.176
H 2.1816 4.3718 0.0516 0.018 0.092 -0.368
H 3.0808 3.7650 -1.3578 -0.081 0.186 0.345
H 4.2195 2.2552 -0.0855 -0.244 0.172 0.373
H 3.8596 3.2522 1.2540 -0.287 0.455 -0.049
H -0.3646 1.5596 -3.8276 0.247 0.285 -0.149
H -0.4566 3.0188 -6.1464 -0.195 0.182 0.448
H -0.0483 5.6300 -5.4271 0.004 -0.490 0.613
H 0.4273 5.5621 -2.7157 0.289 -0.280 -0.063
H -1.9220 2.3174 -1.3078 -0.023 0.003 -0.077
H -3.5450 4.2783 -0.3412 0.110 -0.135 -0.043
H -1.8828 6.0958 0.8258 -0.039 -0.022 0.174
H 0.6086 5.1072 0.5842 -0.071 0.266 0.148
H 2.3876 -1.9263 1.6232 -0.234 0.156 -0.473
H 2.9422 -3.2043 -0.7986 0.054 0.198 0.574
H 4.7511 -1.5414 -1.9909 -0.718 -0.122 0.311
H 4.6778 0.6987 -0.5068 -0.481 -0.319 -0.589
H 5.2996 1.1065 1.9111 0.261 0.009 0.082
H 6.1939 -0.2676 4.0831 0.575 -0.099 0.197
H 4.0645 -0.5974 5.7169 -0.044 -0.165 0.333
H 1.9285 0.4584 4.3725 0.053 0.046 0.151
F -1.5814 -1.7539 3.7490 0.709 -0.083 -1.098
C -0.9904 -1.5625 2.5478 -0.770 0.280 0.821
C -0.6221 -2.6424 1.7269 -0.418 -0.099 0.804
F -0.9014 -3.9002 2.1476 0.526 1.289 -0.645
C -0.0011 -2.3788 0.5140 0.380 -0.004 -1.057
F 0.3424 -3.4292 -0.2727 0.132 0.617 0.451
C 0.2604 -1.0483 0.0387 -1.246 -0.850 0.660
O 0.9770 -0.7228 -1.0343 0.521 0.754 -1.021
C -0.4045 -0.0745 0.7942 0.677 0.598 -0.929
F -0.5329 1.1391 0.1915 0.328 -1.052 1.148
C -0.8830 -0.2530 2.0739 -0.333 0.174 0.400
F -1.2488 0.8378 2.7935 0.122 -1.293 -0.625

Number 1: F_max 7.059 eV/A. Number 2: F_max 1.024 eV/A. Number 3: F_max 3.191 eV/A. Number 4: F_max 5.094 eV/A.